Record 1
{
  "formula": "C21H33N2O4P2Sn",
  "method": "the ωB97M-V functional and the def2-TZVPD basis",
  "symbols": ["C", "C", "N", "C", "C", "C", "C", "P", "Sn", "P", "C", "C", "C", "C", "C", "C", "C", "O", "O", "H", "H", "H", "C", "C", "H", "H", "H", "H", "C", "C", "H", "H", "H", "H", "H", "H", "H", "H", "H", "H", "H", "H", "H", "H", "H", "H", "H", "H", "H", "H", "H", "H", "O", "C", "C", "C", "C", "O", "N", "H", "H", "H", "H"],
  "coordinates": [[-0.793, 3.999, -1.765], [-0.783, 2.639, -1.426], [0.073, 2.190, -0.492], [0.953, 3.009, 0.106], [0.962, 4.378, -0.184], [0.073, 4.870, -1.124], [-1.753, 1.701, -2.120], [-2.265, 0.233, -1.148], [-0.177, -0.113, 0.263], [2.127, 0.664, 1.131], [1.914, 2.491, 1.172], [0.013, -2.369, 0.337], [-1.045, -3.017, 0.959], [-0.984, -4.406, 1.161], [0.086, -5.137, 0.630], [1.108, -4.480, -0.063], [1.086, -3.082, -0.189], [-0.718, 0.450, -4.498], [0.289, -1.806, -3.292], [-1.520, 4.329, -2.503], [1.652, 5.013, 0.373], [0.034, 5.944, -1.341], [-3.701, 0.663, -0.134], [-2.738, -1.171, -2.191], [2.910, 2.934, 0.997], [1.561, 2.816, 2.170], [-1.320, 1.320, -3.088], [-2.672, 2.266, -2.346], [2.460, -0.101, 2.740], [3.607, 0.458, 0.096], [-1.909, -2.466, 1.326], [-1.774, -4.901, 1.732], [0.118, -6.224, 0.758], [1.936, -5.053, -0.508], [1.919, -2.578, -0.694], [0.632, -1.310, -2.488], [0.253, -2.736, -3.007], [-0.315, -0.402, -4.181], [-0.029, 0.900, -5.011], [0.735, -0.438, -1.281], [-4.583, 0.842, -0.768], [-3.897, -0.156, 0.571], [-3.486, 1.566, 0.449], [-3.626, -0.932, -2.795], [-1.915, -1.468, -2.854], [-2.973, -2.024, -1.542], [4.488, 0.906, 0.582], [3.790, -0.610, -0.073], [3.446, 0.945, -0.873], [3.357, 0.323, 3.214], [1.603, 0.018, 3.416], [2.615, -1.178, 2.583], [-2.894, -1.188, 2.620], [-2.210, -0.253, 3.020], [-2.297, 0.366, 4.411], [-1.236, 1.429, 4.375], [-1.092, 1.703, 2.895], [-0.961, 2.795, 2.352], [-1.299, 0.477, 2.256], [-3.292, 0.808, 4.539], [-2.112, -0.394, 5.173], [-1.473, 2.299, 4.983], [-0.288, 1.010, 4.713]],
  "de_lowest_kcal_mol": 0.0,
  "e_tot_ha": -2127.295571,
  "homo_energy_ha": -0.41469,
  "lumo_ha": -0.0983,
  "orbital_gap_ev": 8.609,
  "total_charge": 1
}

Record 2
{
  "formula": "C48H132Al2B3N8O16",
  "method": "the ωB97M-V functional and the def2-TZVPD basis",
  "symbols": ["Al", "Al", "B", "H", "H", "H", "H", "B", "H", "H", "H", "H", "B", "H", "H", "H", "H", "C", "O", "C", "C", "N", "C", "C", "O", "C", "H", "H", "H", "H", "H", "H", "H", "H", "H", "H", "H", "H", "H", "H", "H", "C", "O", "C", "C", "N", "C", "C", "O", "C", "H", "H", "H", "H", "H", "H", "H", "H", "H", "H", "H", "H", "H", "H", "H", "C", "O", "C", "C", "N", "C", "C", "O", "C", "H", "H", "H", "H", "H", "H", "H", "H", "H", "H", "H", "H", "H", "H", "H", "C", "O", "C", "C", "N", "C", "C", "O", "C", "H", "H", "H", "H", "H", "H", "H", "H", "H", "H", "H", "H", "H", "H", "H", "C", "O", "C", "C", "N", "C", "C", "O", "C", "H", "H", "H", "H", "H", "H", "H", "H", "H", "H", "H", "H", "H", "H", "H", "C", "O", "C", "C", "N", "C", "C", "O", "C", "H", "H", "H", "H", "H", "H", "H", "H", "H", "H", "H", "H", "H", "H", "H", "C", "O", "C", "C", "N", "C", "C", "O", "C", "H", "H", "H", "H", "H", "H", "H", "H", "H", "H", "H", "H", "H", "H", "H", "C", "O", "C", "C", "N", "C", "C", "O", "C", "H", "H", "H", "H", "H", "H", "H", "H", "H", "H", "H", "H", "H", "H", "H"],
  "coordinates": [[-1.098, 4.373, 5.108], [-3.067, -0.121, 3.156], [-1.064, 1.109, 5.125], [-0.608, 1.786, 5.830], [-0.353, 0.330, 4.895], [-1.971, 0.676, 5.519], [-1.484, 1.609, 4.266], [-3.518, 3.027, 3.115], [-3.563, 2.664, 4.130], [-2.480, 3.069, 2.824], [-4.054, 2.364, 2.453], [-4.040, 3.970, 3.080], [-0.905, 1.072, 1.249], [-0.599, 1.401, 2.230], [-1.935, 1.366, 1.116], [-0.302, 1.667, 0.581], [-0.823, -0.003, 1.222], [-0.417, -0.420, -1.557], [0.082, -1.717, -1.102], [1.330, -2.132, -1.725], [1.441, -3.685, -1.599], [0.607, -4.462, -2.520], [0.946, -5.922, -2.349], [2.386, -6.308, -2.796], [2.998, -6.837, -1.644], [4.405, -7.068, -1.709], [0.235, 0.418, -1.308], [-1.417, -0.260, -1.155], [-0.546, -0.524, -2.634], [2.173, -1.643, -1.237], [1.361, -1.877, -2.785], [1.447, -3.992, -0.553], [2.449, -3.840, -1.982], [-0.277, -4.434, -2.033], [0.304, -6.662, -2.827], [0.671, -6.249, -1.346], [2.861, -5.390, -3.140], [2.354, -7.006, -3.633], [4.666, -7.557, -0.770], [4.947, -6.152, -1.948], [4.619, -7.599, -2.636], [-0.197, -2.662, 4.351], [-1.211, -2.488, 3.373], [-0.745, -3.048, 2.059], [-2.077, -3.150, 1.154], [-2.485, -1.860, 0.704], [-3.667, -2.104, -0.191], [-4.420, -0.806, -0.685], [-4.905, -0.002, 0.404], [-5.451, 1.295, 0.037], [0.288, -3.627, 4.204], [-0.766, -2.608, 5.279], [0.529, -1.863, 4.200], [-0.318, -4.042, 2.188], [0.086, -2.451, 1.683], [-2.939, -3.732, 1.481], [-1.758, -3.817, 0.354], [-1.722, -1.452, 0.183], [-4.403, -2.671, 0.379], [-3.306, -2.702, -1.027], [-5.277, -1.046, -1.313], [-3.731, -0.306, -1.367], [-5.876, 1.828, 0.887], [-6.081, 1.465, -0.836], [-4.543, 1.876, -0.124], [2.433, 2.531, 6.070], [1.886, 3.110, 4.895], [2.329, 2.477, 3.718], [1.859, 3.254, 2.446], [0.464, 3.611, 2.341], [0.265, 4.904, 1.594], [-1.184, 5.339, 1.371], [-1.491, 5.952, 2.627], [-2.705, 6.793, 2.474], [3.423, 2.985, 6.106], [2.531, 1.447, 6.003], [1.888, 2.908, 6.935], [2.064, 1.444, 3.494], [3.395, 2.526, 3.495], [2.113, 2.602, 1.610], [2.455, 4.150, 2.277], [0.062, 2.928, 1.715], [0.488, 4.891, 0.527], [0.807, 5.707, 2.093], [-1.748, 4.464, 1.048], [-1.218, 6.027, 0.526], [-3.514, 6.252, 1.985], [-2.339, 7.660, 1.923], [-3.187, 6.971, 3.435], [3.462, 1.721, -1.631], [3.694, 1.623, -3.013], [2.572, 1.258, -3.791], [3.024, 0.786, -5.183], [4.136, -0.183, -5.165], [3.818, -1.502, -4.559], [5.027, -2.413, -4.844], [4.781, -3.798, -4.552], [6.029, -4.461, -4.379], [2.577, 2.318, -1.407], [4.350, 2.193, -1.209], [3.358, 0.834, -1.007], [1.927, 2.130, -3.897], [2.058, 0.477, -3.230], [3.281, 1.591, -5.871], [2.227, 0.234, -5.680], [4.890, 0.163, -4.590], [2.960, -2.023, -4.984], [3.731, -1.362, -3.482], [5.932, -2.039, -4.365], [5.253, -2.410, -5.910], [5.696, -5.498, -4.334], [6.672, -4.136, -3.562], [6.619, -4.464, -5.295], [-5.196, 2.315, -7.182], [-5.331, 1.697, -5.965], [-4.683, 2.295, -4.884], [-4.454, 1.231, -3.733], [-4.030, -0.059, -4.146], [-2.753, -0.048, -4.750], [-2.286, -1.459, -4.968], [-1.123, -1.423, -5.920], [-0.495, -2.603, -6.352], [-4.214, 2.658, -7.507], [-5.600, 3.317, -7.034], [-5.685, 1.665, -7.907], [-5.159, 3.092, -4.312], [-3.744, 2.766, -5.175], [-5.360, 1.156, -3.130], [-3.776, 1.700, -3.020], [-4.606, -0.295, -4.941], [-2.083, 0.633, -4.225], [-2.936, 0.400, -5.727], [-3.077, -1.948, -5.537], [-2.037, -1.955, -4.030], [0.356, -2.889, -5.734], [-0.056, -2.449, -7.338], [-1.092, -3.489, -6.567], [-2.269, -1.888, 6.965], [-3.122, -1.722, 5.854], [-4.197, -2.613, 5.946], [-5.424, -2.236, 5.041], [-5.106, -2.430, 3.618], [-6.381, -2.180, 2.846], [-7.096, -0.832, 3.301], [-6.142, 0.221, 3.568], [-6.743, 1.386, 4.108], [-1.896, -2.911, 6.910], [-2.679, -1.621, 7.939], [-1.417, -1.210, 6.936], [-4.670, -2.836, 6.902], [-3.841, -3.613, 5.699], [-5.522, -1.184, 5.307], [-6.188, -2.920, 5.410], [-4.917, -3.422, 3.624], [-6.992, -3.079, 2.933], [-6.219, -2.257, 1.771], [-7.775, -1.140, 4.096], [-7.833, -0.428, 2.606], [-7.261, 1.403, 5.067], [-7.446, 1.764, 3.367], [-5.864, 2.031, 4.088], [2.970, -1.336, 4.282], [2.678, -1.564, 2.862], [3.817, -2.011, 2.047], [4.604, -3.280, 2.444], [3.752, -4.363, 2.912], [2.876, -4.893, 1.869], [2.226, -6.236, 2.270], [3.037, -7.336, 1.853], [4.298, -7.630, 2.401], [2.242, -0.586, 4.592], [4.001, -1.151, 4.585], [2.677, -2.213, 4.859], [4.495, -1.168, 1.915], [3.568, -2.252, 1.014], [5.397, -2.984, 3.131], [5.309, -3.664, 1.707], [3.499, -4.399, 3.889], [3.332, -4.874, 0.879], [2.103, -4.125, 1.840], [1.281, -6.543, 1.821], [1.991, -6.399, 3.322], [4.420, -7.509, 3.477], [5.114, -6.948, 2.163], [4.525, -8.629, 2.027], [2.027, 7.860, 0.671], [1.784, 6.874, -0.310], [1.278, 7.506, -1.542], [0.932, 6.449, -2.628], [2.094, 5.805, -3.289], [2.722, 6.801, -4.249], [4.151, 6.273, -4.361], [4.706, 5.945, -3.067], [5.779, 4.954, -3.116], [2.699, 8.602, 0.241], [2.754, 7.406, 1.344], [1.178, 8.341, 1.157], [1.959, 8.309, -1.825], [0.332, 8.000, -1.322], [0.391, 6.750, -3.525], [0.270, 5.663, -2.265], [2.940, 5.804, -2.737], [2.675, 7.852, -3.964], [2.238, 6.672, -5.217], [4.810, 7.057, -4.733], [4.330, 5.406, -4.997], [5.353, 3.963, -3.276], [6.352, 4.834, -2.197], [6.524, 5.328, -3.818]],
  "e_tot_ha": -4107.158150,
  "homo_energy_ha": -0.51376,
  "lumo_ha": -0.4597,
  "orbital_gap_ev": 1.470,
  "total_charge": 3
}

Record 3
{
  "formula": "C2H2ClNO2",
  "method": "the ωB97M-V functional and the def2-TZVPD basis",
  "symbols": ["C", "C", "N", "O", "O", "Cl", "H", "H"],
  "coordinates": [[0.363, -1.110, 0.080], [-0.220, 0.082, 0.106], [-0.221, 1.053, 1.100], [0.644, 0.966, 2.027], [-0.621, 1.642, -2.171], [-1.313, 0.644, -1.241], [0.406, -1.831, -0.781], [0.961, -1.446, 0.880]],
  "de_lowest_kcal_mol": 170.7,
  "e_tot_ha": -742.564541,
  "homo_energy_ha": -0.35066,
  "lumo_ha": -0.0799,
  "orbital_gap_ev": 7.369,
  "total_charge": 0
}

Record 4
{
  "formula": "C3H7NO",
  "method": "the ωB97M-V functional and the def2-TZVPD basis",
  "symbols": ["C", "C", "C", "H", "H", "H", "H", "H", "H", "H", "N", "O"],
  "coordinates": [[0.625, 0.059, 0.315], [-0.445, -1.001, 0.116], [-0.652, 0.993, 0.069], [1.650, 0.088, -1.190], [0.809, -0.188, 1.373], [0.026, -1.853, -0.506], [-0.720, -1.074, 1.115], [-2.363, -0.355, -0.286], [-0.685, 2.013, -0.426], [-1.007, 1.149, 1.209], [-1.416, -0.093, -0.407], [1.878, 0.070, -0.181]],
  "de_lowest_kcal_mol": 97.3,
  "e_tot_ha": -248.371358,
  "homo_energy_ha": -0.31358,
  "lumo_ha": 0.0326,
  "orbital_gap_ev": 9.419,
  "total_charge": 0
}

Copy entry 4 word for word.
{
  "formula": "C3H7NO",
  "method": "the ωB97M-V functional and the def2-TZVPD basis",
  "symbols": ["C", "C", "C", "H", "H", "H", "H", "H", "H", "H", "N", "O"],
  "coordinates": [[0.625, 0.059, 0.315], [-0.445, -1.001, 0.116], [-0.652, 0.993, 0.069], [1.650, 0.088, -1.190], [0.809, -0.188, 1.373], [0.026, -1.853, -0.506], [-0.720, -1.074, 1.115], [-2.363, -0.355, -0.286], [-0.685, 2.013, -0.426], [-1.007, 1.149, 1.209], [-1.416, -0.093, -0.407], [1.878, 0.070, -0.181]],
  "de_lowest_kcal_mol": 97.3,
  "e_tot_ha": -248.371358,
  "homo_energy_ha": -0.31358,
  "lumo_ha": 0.0326,
  "orbital_gap_ev": 9.419,
  "total_charge": 0
}